(1)
{
  "formula": "C12H11ClOSi",
  "method": "wB97M-V/def2-TZVPD",
  "elements": ["C", "C", "C", "C", "C", "C", "C", "C", "C", "C", "C", "C", "O", "Si", "Cl", "H", "H", "H", "H", "H", "H", "H", "H", "H", "H", "H"],
  "positions_angstrom": [[4.0216, -0.7801, 0.6210], [-4.0360, -1.0552, 0.3635], [4.0150, 0.3950, -0.1305], [2.8072, -1.3597, 0.9836], [-3.8728, 0.2647, 0.7633], [-2.9919, -1.7385, -0.2407], [2.8697, 1.0057, -0.4624], [1.6292, -0.7666, 0.5506], [-2.6683, 0.8792, 0.6136], [-1.8217, -1.0434, -0.5871], [1.6376, 0.4349, -0.1872], [-1.6543, 0.2803, -0.2048], [-0.0539, 1.6724, -2.2436], [-0.0266, 1.0742, -0.6638], [0.2828, 3.3895, 0.3276], [4.9689, -1.4266, 0.7580], [-5.0480, -1.4531, 0.3342], [4.9428, 0.8731, -0.4572], [2.9032, -2.0631, 1.7130], [-4.5571, 0.5193, 1.4949], [-3.0769, -2.7732, -0.3533], [2.9405, 1.9034, -0.9556], [0.7093, -1.2415, 0.6538], [-2.5595, 1.9708, 0.8623], [-1.1417, -1.5332, -1.1925], [-0.2188, 2.5717, -2.3607]],
  "forces_ev_per_angstrom": [[1.018, -1.406, -0.680], [0.069, -0.182, -1.280], [2.383, -0.808, 0.518], [0.803, 2.681, -1.181], [1.030, -1.840, 0.339], [0.014, 1.683, 0.379], [-1.580, -0.370, 0.151], [1.112, 0.948, -0.754], [1.493, 2.077, -1.587], [-1.910, 0.404, 1.219], [-0.828, -1.714, 0.622], [0.018, 0.286, 0.989], [0.482, -3.376, 1.542], [0.417, 4.162, -0.907], [-0.647, -2.246, -0.714], [-1.457, 1.594, 0.175], [0.288, -0.421, 0.714], [-0.156, -0.340, 0.224], [-0.496, -2.569, 1.440], [-1.665, 1.657, 0.819], [-0.110, -1.421, -0.798], [-0.111, 2.050, -1.177], [-1.457, -0.848, 0.780], [0.101, -1.350, 0.234], [1.610, -0.970, -0.942], [-0.422, 2.317, -0.124]],
  "e_homo_ev": -9.60,
  "gap_ev": 9.7,
  "smiles": "O[Si](Cl)(c1ccccc1)c1ccccc1",
  "lumo_ha": 0.0028,
  "total_energy_ev": -35070.971,
  "relative_energy_kcal_mol": 0.0
}

(2)
{
  "formula": "C12H11F18LiN5O12S6",
  "method": "wB97M-V/def2-TZVPD",
  "elements": ["Li", "C", "C", "N", "C", "C", "N", "C", "C", "H", "H", "H", "H", "H", "H", "H", "H", "H", "H", "H", "C", "F", "F", "F", "S", "O", "O", "N", "S", "O", "O", "C", "F", "F", "F", "C", "F", "F", "F", "S", "O", "O", "N", "S", "O", "O", "C", "F", "F", "F", "C", "F", "F", "F", "S", "O", "O", "N", "S", "O", "O", "C", "F", "F", "F"],
  "positions_angstrom": [[-0.7888, 0.0944, -0.9111], [1.1898, 0.6133, 8.0198], [2.2242, 0.3115, 6.8913], [1.4746, -0.0640, 5.6427], [1.0970, -1.2855, 5.1120], [0.4035, -1.1519, 3.9613], [0.2436, 0.1861, 3.7674], [0.9694, 0.8881, 4.7750], [-0.5457, 0.8447, 2.7958], [0.3750, 1.2154, 7.6177], [1.5443, 1.0774, 8.9401], [0.5079, -0.2015, 8.2632], [2.8360, -0.5646, 7.1065], [2.8268, 1.1787, 6.6211], [1.3824, -2.1916, 5.6258], [-0.1041, -1.8952, 3.3644], [0.9787, 1.9634, 4.8753], [-0.5944, 0.1552, 1.9530], [-0.2525, 1.8768, 2.6038], [-1.5712, 0.9472, 3.1507], [2.7630, 0.7936, -6.1117], [3.5545, -0.3240, -6.1407], [3.4671, 1.9235, -6.0830], [1.8907, 0.7160, -7.1415], [1.6685, 0.6999, -4.4893], [1.7365, -0.6838, -4.0810], [2.2024, 1.6555, -3.5094], [0.1062, 1.3471, -5.0389], [-0.8811, 0.2712, -4.5240], [-0.8653, -0.9907, -5.2485], [-0.9250, 0.1148, -3.0358], [-2.6042, 1.0942, -4.8217], [-3.5755, 0.2734, -4.3477], [-2.8191, 2.3603, -4.2146], [-2.6980, 1.2747, -6.1018], [-1.8710, 3.1109, -0.3364], [-2.4745, 2.5081, -1.3928], [-2.3072, 4.3457, -0.1844], [-2.1040, 2.3037, 0.7421], [0.0445, 3.1288, -0.8246], [0.2049, 3.3601, -2.2343], [0.5464, 4.1669, 0.1141], [0.5212, 1.4373, -0.4351], [1.9559, 1.6545, 0.0361], [2.7986, 2.4097, -0.9011], [1.9976, 2.1106, 1.4376], [2.6153, -0.1189, -0.0825], [3.9161, -0.0905, 0.3559], [1.8939, -0.9254, 0.7088], [2.5753, -0.6315, -1.2781], [0.2815, -3.5405, -1.5001], [1.4988, -3.4855, -1.0589], [0.2420, -2.7210, -2.5623], [-0.0180, -4.7309, -1.9676], [-0.9622, -2.9728, -0.1502], [-1.7606, -4.1847, 0.0375], [-0.1879, -2.5828, 1.0282], [-1.7516, -1.5768, -0.8946], [-3.3014, -1.8461, -1.0108], [-3.8835, -2.6510, 0.0436], [-3.9882, -0.5634, -1.2854], [-3.4136, -2.9242, -2.6327], [-2.4342, -2.6188, -3.4744], [-3.3658, -4.2689, -2.2994], [-4.4859, -2.6258, -3.2845]],
  "forces_ev_per_angstrom": [[-0.092, -0.014, -0.557], [-0.908, -0.001, -0.805], [-1.419, -0.743, 0.084], [-1.282, 2.098, -2.429], [1.157, -0.882, 1.445], [-0.590, 0.580, 0.560], [3.144, 2.302, 3.605], [-1.500, -3.502, -1.022], [-1.664, 0.165, -0.848], [0.478, 0.984, -0.242], [0.354, -0.146, -0.295], [0.880, -0.898, 0.258], [0.206, 0.316, 0.155], [0.053, -0.185, 0.218], [-0.007, 0.049, -0.141], [0.243, 0.065, -0.204], [0.203, -0.152, -0.067], [0.192, 0.635, -0.405], [0.687, -0.488, -0.401], [-0.156, -0.293, 0.245], [-0.737, -1.060, 0.200], [-1.037, 2.171, 0.157], [-0.645, -1.355, -0.426], [1.165, 0.477, 0.580], [4.150, 1.038, 2.649], [-1.046, 1.045, -1.142], [-1.616, -1.243, -2.551], [2.601, -0.176, -0.073], [-5.260, -2.980, 3.980], [0.279, 1.995, 0.193], [0.864, 0.851, -2.828], [-0.995, 1.354, 1.841], [1.613, 0.867, -0.731], [1.103, -2.801, -0.953], [-0.346, -0.082, -0.947], [1.012, -1.706, -1.396], [0.033, 0.626, 0.837], [0.147, -0.941, 0.286], [0.196, 1.352, -0.722], [0.255, 1.701, 1.696], [-0.795, -0.480, 0.842], [-1.049, -2.576, -1.766], [-3.401, 2.563, -1.396], [4.776, 1.536, 1.495], [-1.149, -1.253, 1.407], [0.340, -1.432, -1.413], [0.791, 0.695, 1.465], [-1.419, -0.127, -0.388], [0.244, 0.197, 0.296], [0.075, 0.115, -0.868], [-0.841, 1.403, -1.455], [1.113, -0.462, 1.062], [-0.373, 0.450, 0.150], [-0.130, -0.564, 0.648], [-0.736, -1.442, 0.925], [1.006, 2.033, -0.706], [-0.640, 0.583, -1.552], [2.056, -2.677, 1.944], [-3.549, 0.897, -0.163], [0.565, 0.683, -1.032], [1.768, -2.079, -0.133], [0.823, -0.508, 1.485], [0.957, -0.400, 0.325], [-0.126, 2.052, -0.778], [-2.023, -0.233, -0.197]],
  "spin_multiplicity": 2,
  "e_homo_ev": [-9.84, -9.84],
  "gap_ev": [9.1, 4.7],
  "s_squared": 0.76,
  "lumo_ha": [-0.0280, -0.1881],
  "total_energy_ev": -158765.331
}

(3)
{
  "formula": "C12H11FeNO5",
  "method": "wB97M-V/def2-TZVPD",
  "elements": ["O", "C", "Fe", "C", "O", "C", "O", "C", "C", "C", "C", "C", "C", "H", "H", "H", "H", "H", "H", "H", "C", "C", "O", "C", "O", "N", "H", "H", "H", "H"],
  "positions_angstrom": [[1.8446, 1.9819, -0.8067], [0.7915, 1.5408, -0.5339], [-0.7355, 0.8911, -0.0299], [-1.0725, 2.0128, 1.2545], [-0.8779, 2.7456, 2.1426], [-1.7332, 1.5187, -1.2870], [-2.1343, 2.3559, -1.9968], [1.8401, -1.3100, 1.6960], [1.6562, -1.5296, 0.1046], [0.3888, -0.9623, -0.4879], [-0.7980, -1.1293, 0.3096], [-0.5939, -0.6400, 1.6708], [0.6933, -0.5367, 2.2208], [1.7866, -2.3449, 2.0751], [2.5645, -1.2664, -0.4726], [1.6201, -2.6341, 0.0867], [0.3782, -1.0819, -1.5872], [-1.7762, -1.4949, -0.0707], [-1.4743, -0.5142, 2.3323], [0.7991, -0.0856, 3.2178], [3.8238, 0.3757, 1.7383], [5.2723, -0.0444, 1.6500], [5.3303, -1.4859, 1.8395], [4.0953, -1.9695, 2.0667], [3.8427, -3.1524, 2.2852], [3.1632, -0.8960, 2.0275], [3.7344, 1.0855, 2.5728], [3.4789, 0.8596, 0.8194], [5.7426, 0.1315, 0.6735], [5.8979, 0.3997, 2.4321]],
  "forces_ev_per_angstrom": [[-2.648, -1.408, 0.606], [5.097, 2.623, -1.168], [-0.966, -4.151, 0.494], [0.693, 4.357, 5.531], [-0.884, -1.629, -2.191], [-2.710, 4.755, -5.337], [0.543, -2.586, 1.802], [-0.890, -0.315, -2.204], [0.498, -0.329, 0.957], [1.175, -2.196, -0.966], [0.183, 0.502, 1.749], [-1.525, -1.315, -1.201], [0.524, 0.698, 1.297], [-0.072, 0.378, 0.264], [-0.383, 0.209, 0.433], [-0.124, 0.198, -0.628], [-0.410, 0.076, 0.581], [0.736, 0.508, 0.351], [0.611, -0.154, -0.387], [-0.055, -0.166, -0.457], [-0.505, -0.074, 0.270], [1.355, -0.696, -0.314], [-0.293, 0.259, 0.210], [-1.002, -0.564, 0.452], [0.540, 2.270, -0.579], [1.418, -1.005, 0.529], [-0.395, -0.155, -0.254], [-0.118, -0.201, 0.087], [-0.220, 0.162, 0.276], [-0.172, -0.054, -0.201]],
  "spin_multiplicity": 5,
  "e_homo_ev": [-5.86, -9.02],
  "gap_ev": [6.2, 6.6],
  "s_squared": 6.09,
  "lumo_ha": [0.0118, -0.0891],
  "total_energy_ev": -58731.389
}

(4)
{
  "formula": "C12H11N2O",
  "method": "wB97M-V/def2-TZVPD",
  "elements": ["C", "C", "C", "C", "C", "C", "C", "C", "C", "C", "C", "C", "N", "N", "O", "H", "H", "H", "H", "H", "H", "H", "H", "H", "H", "H"],
  "positions_angstrom": [[-1.9233, 0.5545, 1.5689], [-2.5991, 0.7331, 0.3487], [-0.5778, 0.7438, 1.6623], [-1.9266, 1.0756, -0.7362], [0.2047, 1.0051, 0.5275], [-0.5524, 1.1213, -0.6426], [1.6363, 0.7717, 0.2478], [1.9628, -0.4771, -0.0734], [0.6925, 0.5281, -2.5128], [-0.5039, -1.4175, -1.6761], [1.0831, -2.1904, 1.4751], [1.0617, -1.6179, 0.2864], [0.1669, -0.6317, -2.4776], [-0.0157, -2.0402, -0.6021], [0.2636, 1.5393, -1.8682], [-2.5327, 0.2145, 2.4141], [-3.6069, 0.5181, 0.3324], [-0.1200, 0.7967, 2.6523], [-2.2325, 1.4135, -1.7204], [2.4141, 1.5944, 0.1087], [2.8801, -0.7508, -0.4576], [1.4572, 0.8548, -3.2592], [-1.3749, -1.9270, -2.1275], [0.3524, -2.8583, 1.9016], [1.8951, -2.0276, 2.1572], [-0.6808, -2.7132, -0.1355]],
  "forces_ev_per_angstrom": [[-1.416, -0.336, -0.335], [0.232, -0.949, 2.683], [1.408, 0.676, 0.920], [2.497, 1.404, -3.211], [-1.358, -0.284, -1.320], [1.710, 1.808, -0.226], [1.647, 0.849, 0.058], [-1.428, -0.194, 1.054], [0.293, -0.444, -2.090], [0.738, -1.727, -0.709], [0.506, -0.247, 0.530], [-1.051, -0.093, -0.554], [0.656, -0.144, 0.083], [-1.228, 0.326, 1.083], [-1.879, 0.423, 3.269], [0.491, 0.429, -0.127], [-2.151, -0.047, -0.136], [0.082, -0.531, -0.314], [-1.009, -0.427, 0.140], [-1.381, -1.047, 0.244], [2.049, -0.277, -0.678], [-0.569, -0.876, 0.476], [0.124, 0.606, 0.491], [-0.317, -0.356, -0.528], [0.270, 0.508, 0.102], [1.085, 0.951, -0.907]],
  "e_homo_ev": -13.17,
  "gap_ev": 9.4,
  "smiles": "C=C1/C=C\\c2ccccc2O/C=N\\C=[NH+]/1",
  "lumo_ha": -0.1390,
  "total_energy_ev": -17640.486,
  "relative_energy_kcal_mol": 25.0,
  "total_charge": 1
}